Entry 1:
Here is 3 unconnected molecules or ions with the total composition C3H11NO3 in a non-equilibrium geometry from OMol25. Energies are from ωB97M-V with the def2-TZVPD basis set.

**Charge**: 0
**Energy above the lowest of the compared OMol25 structures with the same formula, charge and spin**: 38.8 kcal per mole
**HOMO**: -9.52 eV
**Structure (SMILES)**: CNC(C)=O.O.O
**HOMO-LUMO gap**: 0.3606 hartree

Last column: natural (NBO) charge in e.
Cartesian coordinates (Å):
C -0.57 -1.50 -0.38  -0.70
C 0.86 -1.56 -0.50  0.66
N 1.74 -0.66 0.19  -0.63
C 1.24 0.39 1.05  -0.41
O 1.17 -2.44 -1.27  -0.60
H -0.98 -2.37 0.25  0.24
H -1.00 -1.46 -1.35  0.25
H -1.00 -0.60 0.19  0.18
H 2.67 -0.77 -0.07  0.40
H 1.61 1.36 0.69  0.21
H 0.10 0.46 1.01  0.21
H 1.51 0.29 2.14  0.18
H -2.90 1.07 0.67  0.49
H -2.31 1.69 2.07  0.50
O -2.61 1.81 1.13  -0.97
H -1.21 2.45 0.07  0.49
H -1.23 2.73 -1.44  0.47
O -0.64 2.59 -0.69  -0.97

Entry 2:
Here is 3 unconnected molecules or ions with the total composition C3H11NO3 in a non-equilibrium geometry from OMol25. Energies are from ωB97M-V with the def2-TZVPD basis set.

**Charge**: 0
**Energy above the lowest of the compared OMol25 structures with the same formula, charge and spin**: 8.6 kcal per mole
**HOMO**: -9.99 eV
**Structure (SMILES)**: CCNC=O.O.O
**HOMO-LUMO gap**: 0.3993 hartree

Last column: natural (NBO) charge in e.
Cartesian coordinates (Å):
C 0.53 1.62 0.06  0.55
N -0.42 0.68 0.02  -0.61
C -1.62 0.70 0.83  -0.22
C -1.83 -0.60 1.61  -0.61
O 1.56 1.61 -0.61  -0.67
H 0.33 2.42 0.79  0.11
H -0.25 -0.10 -0.61  0.44
H -1.44 1.47 1.59  0.19
H -2.46 1.14 0.30  0.20
H -2.85 -0.67 1.95  0.22
H -1.54 -1.46 1.03  0.21
H -1.17 -0.58 2.48  0.21
H 2.36 0.22 -1.24  0.50
H 3.81 -0.26 -1.49  0.48
O 2.89 -0.54 -1.57  -1.01
H 1.26 -1.41 -2.03  0.51
H 0.50 -2.52 -1.30  0.47
O 0.36 -1.73 -1.82  -0.98

Entry 3:
Here is 3 unconnected molecules or ions with the total composition C3H11NO3 in a non-equilibrium geometry from OMol25. Energies are from ωB97M-V with the def2-TZVPD basis set.

**Charge**: 0
**Energy above the lowest of the compared OMol25 structures with the same formula, charge and spin**: 79.8 kcal per mole
**HOMO**: -9.03 eV
**Structure (SMILES)**: CNCC=O.O.O
**HOMO-LUMO gap**: 0.3545 hartree

Last column: natural (NBO) charge in e.
Cartesian coordinates (Å):
C 0.30 -1.63 -0.48  -0.39
N 0.86 -0.87 -1.53  -0.64
C 0.88 0.60 -1.51  -0.34
C -0.24 1.15 -0.57  0.42
O -0.27 2.31 -0.31  -0.52
H 0.47 -2.70 -0.76  0.22
H 0.67 -1.37 0.49  0.13
H -0.79 -1.39 -0.34  0.19
H 1.80 -1.22 -1.77  0.36
H 0.68 0.94 -2.56  0.23
H 1.67 1.07 -0.95  0.21
H -0.97 0.39 -0.15  0.12
H -3.24 -0.01 -0.04  0.48
H -2.99 0.50 1.41  0.47
O -2.98 -0.25 0.92  -0.93
H 1.06 -0.69 2.01  0.47
H 2.49 -1.02 2.55  0.47
O 1.68 -0.70 2.66  -0.94

Entry 4:
Here is 3 unconnected molecules or ions with the total composition C3H11NO3S in a non-equilibrium geometry from OMol25. Energies are from ωB97M-V with the def2-TZVPD basis set.

**Charge**: 0
**Energy above the lowest of the compared OMol25 structures with the same formula, charge and spin**: 38.1 kcal per mole
**HOMO**: -9.24 eV
**Structure (SMILES)**: N[C@H](C=O)CS.O.O
**HOMO-LUMO gap**: 0.3534 hartree

Last column: natural (NBO) charge in e.
Cartesian coordinates (Å):
O -1.05 -1.13 1.15  -0.55
C -1.02 0.02 1.48  0.45
C -0.27 1.07 0.60  -0.15
C 1.22 0.57 0.71  -0.55
S 2.32 1.51 -0.37  -0.06
N -0.50 2.41 1.08  -0.84
H -1.71 0.42 2.24  0.13
H -0.56 0.89 -0.42  0.22
H 1.64 0.52 1.71  0.22
H 1.19 -0.47 0.35  0.24
H 2.62 0.67 -1.37  0.15
H 0.04 2.58 1.91  0.37
H -0.36 3.03 0.30  0.38
H -0.73 -1.13 -3.49  0.48
H -0.55 0.44 -3.26  0.47
O -0.11 -0.38 -3.54  -0.95
H -0.76 -2.91 0.24  0.48
H -0.30 -4.31 0.40  0.46
O -1.11 -3.81 0.26  -0.94

Entry 5:
Here is 4 unconnected molecules or ions with the total composition C3H11NO3S in a non-equilibrium geometry from OMol25. Energies are from ωB97M-V with the def2-TZVPD basis set.

**Charge**: 0
**Energy above the lowest of the compared OMol25 structures with the same formula, charge and spin**: 193.4 kcal per mole
**HOMO**: -9.57 eV
**HOMO-LUMO gap**: 0.1760 hartree

Last column: natural (NBO) charge in e.
Cartesian coordinates (Å):
O -0.82 -1.58 -1.98  -0.56
C -0.85 -0.43 -1.51  0.41
N -1.50 -0.09 -0.38  -0.25
C -1.31 1.32 -0.11  -0.28
C -0.39 1.37 1.14  -0.58
S -0.97 1.44 2.87  0.06
H -0.44 0.38 -2.10  0.14
H 1.35 1.16 -0.71  -0.06
H -2.26 1.80 0.08  0.23
H -0.77 1.85 -0.92  0.21
H 0.25 2.27 1.15  0.25
H 0.31 0.52 0.95  0.29
H -1.63 0.29 3.02  0.14
H 1.07 -3.87 -0.88  0.49
H 0.47 -2.37 -1.15  0.49
O 1.17 -2.92 -0.75  -1.00
H 2.23 0.36 0.28  0.43
H 1.94 -1.02 0.12  0.49
O 2.16 -0.47 0.89  -0.89

Entry 6:
Here is a molecular structure, C3H11NO4 in a non-equilibrium geometry from OMol25. Energies are from ωB97M-V with the def2-TZVPD basis set.

**Charge**: 0
**Energy above the lowest of the compared OMol25 structures with the same formula, charge and spin**: 198.3 kcal per mole
**HOMO**: -8.93 eV
**HOMO-LUMO gap**: 0.1486 hartree

Last column: natural (NBO) charge in e.
Cartesian coordinates (Å):
C -0.08 -0.91 -0.67  -0.31
N -0.01 0.50 -0.90  -0.20
C -1.28 1.29 -0.11  0.48
O -2.32 1.03 -0.76  -0.41
O -1.19 0.89 1.16  -0.66
C -1.33 -1.63 -1.10  -0.60
H 0.79 -1.35 -1.20  0.29
H 0.19 -1.03 0.40  0.27
H -0.14 0.67 -1.91  0.37
H -0.94 2.34 -0.18  0.21
H -1.69 -1.29 -2.08  0.22
H -2.06 -1.46 -0.35  0.25
H -1.16 -2.73 -1.17  0.23
H -0.32 1.25 1.49  0.54
H 2.00 0.42 1.51  0.48
O 2.49 -0.72 1.42  -1.07
H 2.22 2.02 1.13  0.47
H 3.35 -0.78 1.85  0.45
O 1.46 1.50 1.47  -1.00

Entry 7:
Here is 3 unconnected molecules or ions with the total composition C3H11NO4 in a non-equilibrium geometry from OMol25. Energies are from ωB97M-V with the def2-TZVPD basis set.

**Charge**: 0
**Energy above the lowest of the compared OMol25 structures with the same formula, charge and spin**: 55.9 kcal per mole
**HOMO**: -10.12 eV
**Structure (SMILES)**: CC(=O)NCO.O.O
**HOMO-LUMO gap**: 0.3885 hartree

Last column: natural (NBO) charge in e.
Cartesian coordinates (Å):
O -1.08 -0.61 1.20  -0.64
C -0.03 -0.07 0.84  0.71
N 0.08 1.36 1.05  -0.65
C 1.20 2.13 0.48  0.10
O 1.20 2.15 -0.87  -0.74
C 1.18 -0.82 0.30  -0.73
H -0.81 1.67 1.05  0.40
H 2.08 1.66 0.78  0.18
H 0.96 3.17 0.74  0.18
H 0.63 2.70 -1.37  0.49
H 1.99 -0.28 -0.21  0.23
H 0.54 -1.41 -0.46  0.24
H 1.71 -1.37 1.02  0.24
H -2.47 0.56 1.20  0.49
H -3.40 1.50 0.46  0.46
O -2.89 1.43 1.24  -0.97
H -0.18 -5.04 -3.15  0.48
H -0.23 -3.95 -2.02  0.47
O -0.49 -4.78 -2.28  -0.94

Entry 8:
Here is 3 unconnected molecules or ions with the total composition C3H11NO4 in a non-equilibrium geometry from OMol25. Energies are from ωB97M-V with the def2-TZVPD basis set.

**Charge**: 0
**Energy above the lowest of the compared OMol25 structures with the same formula, charge and spin**: 44.0 kcal per mole
**HOMO**: -10.35 eV
**Structure (SMILES)**: CC(=O)NCO.O.O
**HOMO-LUMO gap**: 0.3927 hartree

Last column: natural (NBO) charge in e.
Cartesian coordinates (Å):
O 0.11 0.32 -1.10  -0.63
C 0.48 0.10 0.04  0.70
N 1.83 -0.29 0.12  -0.66
C 2.56 -1.04 1.13  0.08
O 2.05 -2.34 1.46  -0.72
C -0.36 0.21 1.27  -0.72
H 2.13 -0.39 -0.84  0.40
H 2.52 -0.41 2.00  0.16
H 3.54 -1.29 0.72  0.20
H 1.18 -2.28 1.87  0.46
H -0.45 -0.70 1.86  0.23
H -1.38 0.42 0.95  0.25
H 0.09 1.04 1.82  0.25
H 0.67 1.25 -2.65  0.50
H 2.05 1.99 -2.51  0.46
O 1.21 1.99 -2.97  -0.97
H -5.85 0.83 0.64  0.46
H -6.67 1.38 -0.37  0.46
O -6.70 0.60 0.22  -0.92

Entry 9:
Here is 2 unconnected molecules or ions with the total composition C3H11NOS in a non-equilibrium geometry from OMol25. Energies are from ωB97M-V with the def2-TZVPD basis set.

**Charge**: 0
**Energy above the lowest of the compared OMol25 structures with the same formula, charge and spin**: 27.6 kcal per mole
**HOMO**: -8.40 eV
**Structure (SMILES)**: CSC.NCO
**HOMO-LUMO gap**: 0.3378 hartree

Last column: natural (NBO) charge in e.
Cartesian coordinates (Å):
C 1.49 0.29 1.47  -0.74
S 1.45 2.08 1.80  0.15
C -0.08 2.60 0.96  -0.73
H 1.73 -0.26 2.37  0.24
H 2.00 0.09 0.54  0.22
H 0.46 -0.08 1.29  0.22
H 0.30 3.11 0.09  0.22
H -0.62 1.70 0.68  0.22
H -0.71 3.23 1.58  0.22
N -1.19 -1.75 -2.95  -0.88
C -1.40 -2.80 -2.03  0.10
O -1.47 -2.30 -0.68  -0.73
H -1.22 -1.88 -3.95  0.38
H -0.35 -1.22 -2.72  0.37
H -2.36 -3.33 -2.11  0.15
H -0.67 -3.61 -1.99  0.14
H -1.93 -1.45 -0.74  0.47

Entry 10:
Here is 2 unconnected molecules or ions with the total composition C3H11NOS in a non-equilibrium geometry from OMol25. Energies are from ωB97M-V with the def2-TZVPD basis set.

**Charge**: 0
**Energy above the lowest of the compared OMol25 structures with the same formula, charge and spin**: 30.8 kcal per mole
**HOMO**: -8.79 eV
**Structure (SMILES)**: CCS.NCO
**HOMO-LUMO gap**: 0.3564 hartree

Last column: natural (NBO) charge in e.
Cartesian coordinates (Å):
C -1.46 1.18 -0.02  -0.63
C -1.87 -0.30 -0.33  -0.52
S -2.71 -1.06 1.11  -0.07
H -2.12 1.64 0.70  0.22
H -0.40 1.35 0.19  0.22
H -1.69 1.77 -0.92  0.20
H -0.95 -0.86 -0.43  0.23
H -2.51 -0.23 -1.20  0.22
H -3.90 -1.25 0.54  0.12
N 2.33 0.63 0.32  -0.93
C 2.09 -0.79 0.32  0.12
O 1.80 -1.26 -0.96  -0.71
H 2.31 1.23 -0.48  0.38
H 2.40 1.22 1.13  0.38
H 1.25 -1.10 0.94  0.15
H 3.00 -1.26 0.69  0.14
H 2.43 -0.89 -1.58  0.47

Entry 11:
Here is 2 unconnected molecules or ions with the total composition C3H11NOS in a non-equilibrium geometry from OMol25. Energies are from ωB97M-V with the def2-TZVPD basis set.

**Charge**: +1
**Energy above the lowest of the compared OMol25 structures with the same formula, charge and spin**: 48.7 kcal per mole
**2S+1**: 2
**HOMO (spin up / spin down)**: -13.33 / -13.33 eV
**HOMO-LUMO gap (spin up / spin down)**: 0.3459 / 0.1623 hartree

Last column: Löwdin spin population.
Cartesian coordinates (Å):
C 1.15 2.19 -0.67  0.00
C 0.36 1.08 0.11  0.00
C -0.95 1.60 0.76  0.09
S -1.78 0.73 2.21  0.81
N -0.25 0.00 -0.85  0.01
H 1.81 2.70 -0.11  0.00
H 1.86 1.46 -1.31  0.00
H 0.53 2.81 -1.26  0.00
H 1.03 0.70 0.96  0.00
H -1.82 1.89 0.02  0.03
H -0.87 2.71 1.22  0.03
H -1.28 -0.50 2.29  0.03
H 0.43 -0.69 -0.96  0.00
H -0.51 0.48 -1.78  0.00
H 1.84 -4.64 -2.94  0.00
H 3.23 -5.07 -2.37  0.00
O 2.58 -5.34 -3.04  0.00

Entry 12:
Here is 2 unconnected molecules or ions with the total composition C3H11NOS2 in a non-equilibrium geometry from OMol25. Energies are from ωB97M-V with the def2-TZVPD basis set.

**Charge**: -1
**Energy above the lowest of the compared OMol25 structures with the same formula, charge and spin**: 20.3 kcal per mole
**2S+1**: 2
**HOMO (spin up / spin down)**: -0.34 / -3.30 eV
**HOMO-LUMO gap (spin up / spin down)**: 0.1483 / 0.2540 hartree

Last column: Löwdin spin population.
Cartesian coordinates (Å):
N -0.88 0.43 -1.52  0.00
C 0.35 1.18 -1.34  0.01
C 1.56 0.40 -0.89  0.08
S 1.37 -0.49 0.74  0.38
S -0.57 -0.39 1.76  0.39
C -0.94 1.23 2.59  0.07
H -0.72 -0.32 -2.16  0.00
H -1.17 0.00 -0.65  0.00
H 0.54 1.61 -2.34  0.00
H 0.17 2.11 -0.82  0.00
H 1.85 -0.41 -1.58  0.01
H 2.42 1.08 -0.84  0.01
H 0.05 1.73 2.61  0.01
H -1.70 1.82 2.09  0.00
H -1.26 1.12 3.63  0.02
H 0.12 -3.57 -1.04  0.00
H -1.03 -3.57 -0.03  0.00
O -0.17 -3.97 -0.21  0.01

Entry 13:
Here is 2 unconnected molecules or ions with the total composition C3H11NOS2 in a non-equilibrium geometry from OMol25. Energies are from ωB97M-V with the def2-TZVPD basis set.

**Charge**: 0
**Energy above the lowest of the compared OMol25 structures with the same formula, charge and spin**: 36.8 kcal per mole
**HOMO**: -9.30 eV
**Structure (SMILES)**: C[C@@H](N)CSS.O
**HOMO-LUMO gap**: 0.3577 hartree

Last column: natural (NBO) charge in e.
Cartesian coordinates (Å):
N -0.74 1.37 0.46  -0.87
C -0.34 -0.09 0.50  -0.08
C -1.29 -0.68 1.59  -0.65
C 1.08 -0.18 0.55  -0.58
S 1.55 -1.91 0.22  0.13
S 2.81 -1.39 -1.29  -0.17
H -1.59 1.64 0.93  0.37
H -0.02 1.94 0.86  0.36
H -0.78 -0.48 -0.53  0.18
H -0.92 -0.50 2.65  0.21
H -2.42 -0.54 1.54  0.23
H -1.11 -1.80 1.65  0.21
H 1.50 0.55 -0.30  0.28
H 1.45 -0.07 1.63  0.23
H 2.19 -1.28 -2.54  0.15
H -0.28 1.48 -2.00  0.48
H -0.91 0.67 -2.95  0.46
O -0.17 1.26 -2.96  -0.94

DFT total energy values (in a.u.) by entry order: -401.35121; -401.39937; -401.28587; -799.52894; -799.28152; -476.36164; -476.58854; -476.60761; -649.03803; -649.03293; -648.68038; -1047.23796; -1047.20878.